Record 1
A molecular structure, C43H44AuN5O2SSe2. Source: the Open Molecules 2025 dataset; level of theory: ωB97M-V with the def2-TZVPD basis set.

Output
F_max ... 0.019 hartree/bohr
Frontier orbital gap ... 6.5179 eV
HOMO level ... -12.7 eV

Geometry as ORCA input:
```
! wB97M-V def2-TZVPD RIJCOSX def2/J DEFGRID3
* xyz 2 1
Au 1.422 -0.152 0.631
Se 2.498 0.078 4.307
Se 3.184 -1.679 2.988
C 1.400 -2.375 2.845
C 0.986 -3.432 3.631
C -0.343 -3.831 3.552
C -1.195 -3.162 2.693
C -0.695 -2.121 1.931
N 0.582 -1.737 2.002
C 2.495 1.607 3.152
C 2.981 2.739 3.803
C 2.920 3.969 3.183
C 2.385 4.028 1.908
C 1.953 2.863 1.314
N 1.994 1.655 1.911
H 1.681 -3.912 4.306
H -0.701 -4.648 4.164
H -2.238 -3.432 2.608
H -1.333 -1.568 1.256
H 3.412 2.633 4.789
H 3.292 4.855 3.680
H 2.306 4.958 1.363
H 1.539 2.902 0.325
C -0.721 -5.706 0.131
O -1.168 -4.451 -0.373
C -2.145 -4.468 -1.304
C -2.878 -5.591 -1.657
C -3.893 -5.489 -2.601
C -4.192 -4.276 -3.200
C -3.450 -3.155 -2.865
C -2.424 -3.253 -1.942
N -1.690 -2.068 -1.597
C -0.395 -1.869 -1.515
C 0.680 -2.667 -1.941
C 0.524 -3.649 -2.963
C 1.595 -4.293 -3.499
C 2.890 -3.985 -3.032
C 3.084 -3.051 -2.053
C 1.993 -2.384 -1.449
O 2.317 -1.602 -0.454
H 0.126 -5.483 0.773
H -0.400 -6.357 -0.683
H -1.504 -6.198 0.712
H -2.675 -6.546 -1.192
H -4.459 -6.373 -2.861
H -4.988 -4.204 -3.926
H -3.651 -2.200 -3.337
H -2.266 -1.262 -1.387
H -0.151 -0.894 -1.109
H -0.463 -3.849 -3.353
H 1.459 -5.015 -4.291
H 3.746 -4.489 -3.462
H 4.073 -2.807 -1.689
C -4.246 1.738 1.126
N -3.587 2.623 2.070
C -4.081 4.001 2.051
C -2.387 2.306 2.602
S -1.436 1.047 1.963
N -1.991 3.013 3.680
C -0.619 2.937 4.151
C -2.948 3.495 4.679
H -5.302 1.999 1.098
H -4.141 0.704 1.444
H -3.829 1.841 0.119
H -4.312 4.272 1.020
H -3.318 4.680 2.419
H -4.986 4.119 2.648
H 0.061 2.936 3.303
H -0.449 2.034 4.745
H -0.421 3.813 4.768
H -3.940 3.106 4.472
H -2.987 4.584 4.714
H -2.637 3.130 5.658
C -0.384 5.154 -3.593
C -1.390 4.429 -2.971
C -1.069 3.311 -2.219
C 0.257 2.891 -2.091
C 1.265 3.639 -2.707
C 0.941 4.760 -3.452
C 0.507 1.701 -1.257
C 1.653 1.078 -1.019
C 2.920 0.944 -1.707
C 4.131 0.952 -1.006
C 5.327 0.820 -1.686
C 5.328 0.661 -3.067
C 4.127 0.628 -3.768
C 2.927 0.759 -3.095
H -0.630 6.029 -4.180
H -2.422 4.737 -3.070
H -1.851 2.752 -1.714
H 2.303 3.350 -2.605
H 1.727 5.332 -3.927
H -0.376 1.415 -0.678
H 4.124 1.057 0.073
H 6.263 0.836 -1.143
H 6.265 0.555 -3.597
H 4.130 0.497 -4.842
H 1.987 0.734 -3.633
*
```

Record 2
A molecular structure, C43H44Cl2F3GeLiN2O2P2Se. Source: the Open Molecules 2025 dataset; level of theory: ωB97M-V with the def2-TZVPD basis set.

Output
F_max ... 0.006 hartree/bohr
Frontier orbital gap ... 7.6457 eV
HOMO level ... -7.5 eV

Geometry as ORCA input:
```
! wB97M-V def2-TZVPD RIJCOSX def2/J DEFGRID3
* xyz 0 1
Li 0.192 -1.533 0.604
Cl -6.377 -3.394 1.994
C -4.822 -3.044 1.296
C -4.748 -2.710 -0.069
C -3.544 -2.421 -0.638
Cl -3.482 -2.016 -2.324
C -2.304 -2.385 0.102
O -1.227 -2.009 -0.437
C -2.433 -2.776 1.480
C -1.290 -2.920 2.345
O -0.121 -2.633 2.090
C -3.686 -3.103 2.043
H -5.650 -2.681 -0.665
H -1.516 -3.339 3.341
H -3.734 -3.392 3.087
C -1.038 3.244 2.083
N -0.447 1.995 1.594
P 1.010 1.900 0.709
C 2.336 2.280 1.920
C 2.486 3.482 2.618
C 3.464 3.619 3.588
C 4.319 2.560 3.874
C 4.190 1.366 3.185
C 3.200 1.229 2.218
C 0.920 3.425 -0.290
C 2.018 4.245 -0.532
C 1.929 5.296 -1.438
C 0.743 5.536 -2.112
C -0.357 4.718 -1.883
C -0.268 3.668 -0.987
P -1.300 0.530 1.799
C -2.977 0.971 1.223
C -3.184 0.812 -0.147
C -4.394 1.163 -0.726
C -5.418 1.662 0.066
C -5.224 1.822 1.432
C -4.006 1.486 2.007
C -1.475 0.397 3.610
C -0.485 0.914 4.444
C -0.518 0.672 5.811
C -1.534 -0.096 6.359
C -2.521 -0.621 5.535
C -2.492 -0.378 4.170
H -0.294 4.034 2.142
H -1.456 3.094 3.080
H -1.839 3.584 1.422
H 1.854 4.331 2.391
H 3.567 4.557 4.120
H 5.083 2.670 4.633
H 4.851 0.536 3.401
H 3.089 0.284 1.699
H 2.954 4.063 -0.017
H 2.792 5.927 -1.612
H 0.675 6.355 -2.818
H -1.285 4.894 -2.413
H -1.124 3.019 -0.834
H -2.395 0.398 -0.768
H -4.539 1.021 -1.790
H -6.370 1.923 -0.379
H -6.020 2.214 2.052
H -3.863 1.627 3.072
H 0.320 1.506 4.021
H 0.257 1.084 6.446
H -1.558 -0.285 7.425
H -3.319 -1.219 5.957
H -3.268 -0.790 3.536
F 5.171 -5.022 -2.507
C 5.370 -3.731 -2.203
F 6.478 -3.668 -1.441
F 5.639 -3.082 -3.346
C 4.188 -3.132 -1.489
C 3.982 -1.762 -1.530
C 2.892 -1.247 -0.853
N 2.050 -2.004 -0.150
C 2.267 -3.317 -0.106
C 3.322 -3.930 -0.765
H 4.638 -1.111 -2.091
H 2.668 -0.187 -0.878
H 1.561 -3.898 0.475
H 3.448 -5.002 -0.719
C -0.187 -3.061 -6.274
Ge 0.478 -2.271 -4.609
C 0.274 -3.524 -3.126
C 2.358 -1.772 -4.826
C -0.549 -0.648 -4.219
Se 0.025 0.201 -2.554
C 1.256 1.463 -3.373
H 0.367 -3.968 -6.522
H -0.086 -2.363 -7.106
H -1.241 -3.325 -6.175
H 1.106 -4.231 -3.109
H -0.655 -4.087 -3.223
H 0.238 -2.986 -2.179
H 2.970 -2.657 -5.009
H 2.726 -1.287 -3.921
H 2.490 -1.086 -5.664
H -1.607 -0.878 -4.108
H -0.453 0.091 -5.017
H 1.998 0.939 -3.975
H 1.755 1.996 -2.565
H 0.714 2.182 -3.984
*
```

Q: What is the F_max in the second record?
A: 0.006 hartree/bohr

Q: Which of these has the highest frontier orbital gap?
A: C43H44Cl2F3GeLiN2O2P2Se

Q: Number 1 is which compound?
A: C43H44AuN5O2SSe2

Q: The lowest HOMO level belongs to which entry?
A: C43H44AuN5O2SSe2